A 15-piece molecular cluster, C43H82Br8O33 overall in a non-equilibrium geometry, computed with ωB97M-V with the def2-TZVPD basis set.

Summary:
<S²>	0.76
spin multiplicity	2
frontier orbital gap (alpha / beta)	2.010 / 7.341	eV
total charge	-1
energy	-24762.6184	a.u.

Last columns: bonded neighbours and bond lengths (Å).
Positions of all 166 atoms, in Å:
1 C -4.679 -4.800 -1.127  C2 1.586, H8 1.090, H9 1.090, H10 1.090
2 C -4.229 -4.120 0.233  C1 1.586, C3 1.512, O7 1.421, H11 1.090
3 C -3.183 -3.038 0.084  C2 1.512, O4 1.401, H12 1.090, H13 1.090
4 O -3.676 -1.908 0.750  C3 1.401, C5 1.341
5 C -4.888 -2.204 1.242  O4 1.341, O6 1.251, O7 1.319
6 O -5.652 -1.624 2.045  C5 1.251
7 O -5.313 -3.281 0.610  C2 1.421, C5 1.319
8 H -5.504 -5.507 -1.032  C1 1.090
9 H -3.826 -5.388 -1.467  C1 1.090
10 H -5.022 -4.145 -1.929  C1 1.090
11 H -4.052 -4.809 1.059  C2 1.090
12 H -3.001 -2.777 -0.958  C3 1.090
13 H -2.211 -3.360 0.458  C3 1.090
14 C -7.029 1.782 0.194  C15 1.521, H21 1.090, H22 1.090, H23 1.090
15 C -5.984 2.672 -0.461  C14 1.521, C16 1.562, O20 1.373, H24 1.090
16 C -4.557 2.059 -0.622  C15 1.562, O17 1.422, H25 1.090, H26 1.090
17 O -4.201 2.534 -1.914  C16 1.422, C18 1.374
18 C -5.341 2.961 -2.552  O17 1.374, O19 1.234, O20 1.328
19 O -5.352 3.260 -3.749  C18 1.234
20 O -6.399 2.881 -1.753  C15 1.373, C18 1.328
21 H -7.042 0.830 -0.336  C14 1.090
22 H -8.003 2.244 0.028  C14 1.090
23 H -6.786 1.599 1.241  C14 1.090
24 H -5.916 3.692 -0.081  C15 1.090
25 H -4.554 0.970 -0.664  C16 1.090
26 H -3.845 2.480 0.088  C16 1.090
27 Br -0.045 3.553 -4.997  C28 2.000
28 C -1.788 4.484 -4.689  Br27 2.000, C29 1.587, H31 1.090, H32 1.090
29 C -2.350 4.731 -6.152  C28 1.587, Br30 1.965, H33 1.090, H34 1.090
30 Br -4.141 5.538 -6.112  C29 1.965
31 H -1.697 5.388 -4.087  C28 1.090
32 H -2.462 3.746 -4.255  C28 1.090
33 H -2.347 3.802 -6.723  C29 1.090
34 H -1.675 5.461 -6.599  C29 1.090
35 Br -3.262 1.306 -5.737  C36 2.066
36 C -2.141 -0.259 -4.986  Br35 2.066, C37 1.487, H39 1.090, H40 1.090
37 C -1.939 -0.105 -3.520  C36 1.487, Br38 2.048, H41 1.090, H42 1.090
38 Br -1.086 -1.816 -2.784  C37 2.048
39 H -1.266 -0.321 -5.632  C36 1.090
40 H -2.637 -1.209 -5.182  C36 1.090
41 H -2.905 0.017 -3.032  C37 1.090
42 H -1.371 0.807 -3.336  C37 1.090
43 Br 0.689 -3.240 5.127  C44 1.985
44 C -0.962 -2.237 4.671  Br43 1.985, C45 1.504, H47 1.090, H48 1.090
45 C -2.014 -3.116 4.054  C44 1.504, Br46 2.032, H49 1.090, H50 1.090
46 Br -2.424 -4.567 5.417  C45 2.032
47 H -0.833 -1.385 4.003  C44 1.090
48 H -1.378 -1.881 5.613  C44 1.090
49 H -1.705 -3.760 3.230  C45 1.090
50 H -2.924 -2.547 3.866  C45 1.090
51 Br 4.545 2.210 3.473  C52 1.962
52 C 4.108 0.969 4.929  Br51 1.962, C53 1.487, H55 1.090, H56 1.090
53 C 2.669 0.598 4.995  C52 1.487, Br54 1.994, H57 1.090, H58 1.090
54 Br 2.227 -0.361 3.304  C53 1.994
55 H 4.473 1.469 5.826  C52 1.090
56 H 4.728 0.086 4.774  C52 1.090
57 H 2.077 1.509 5.071  C53 1.090
58 H 2.535 -0.092 5.828  C53 1.090
59 C 0.145 -1.227 0.406  O60 1.397, H65 1.090, H66 1.090, H67 1.090
60 O 0.513 -0.031 -0.214  C59 1.397, C61 1.387
61 C -0.486 0.912 -0.411  O60 1.387, O62 1.225, O63 1.344
62 O -1.677 0.807 -0.142  C61 1.225
63 O 0.087 2.038 -0.869  C61 1.344, C64 1.414
64 C -0.706 3.079 -1.406  O63 1.414, H68 1.090, H69 1.090, H70 1.090
65 H 0.968 -1.941 0.377  C59 1.090
66 H -0.766 -1.712 0.055  C59 1.090
67 H 0.075 -1.162 1.491  C59 1.090
68 H -1.188 3.646 -0.610  C64 1.090
69 H -1.410 2.678 -2.135  C64 1.090
70 H -0.035 3.761 -1.928  C64 1.090
71 C 4.740 -7.088 -1.721  O72 1.410, H77 1.090, H78 1.090, H79 1.090
72 O 3.460 -6.620 -1.360  C71 1.410, C73 1.333
73 C 2.810 -5.724 -2.102  O72 1.333, O74 1.244, O75 1.326
74 O 3.197 -5.150 -3.135  C73 1.244
75 O 1.560 -5.639 -1.667  C73 1.326, C76 1.409
76 C 0.745 -4.576 -2.104  O75 1.409, H80 1.090, H81 1.090, H82 1.090
77 H 5.545 -6.707 -1.092  C71 1.090
78 H 4.938 -7.033 -2.791  C71 1.090
79 H 4.828 -8.151 -1.494  C71 1.090
80 H 1.034 -4.248 -3.102  C76 1.090
81 H 0.591 -3.778 -1.377  C76 1.090
82 H -0.241 -4.982 -2.331  C76 1.090
83 C 4.089 -2.373 -1.290  O84 1.367, H89 1.090, H90 1.090, H91 1.090
84 O 4.743 -2.073 -0.127  C83 1.367, C85 1.359
85 C 4.239 -2.580 1.028  O84 1.359, O86 1.245, O87 1.359
86 O 3.303 -3.388 1.171  C85 1.245
87 O 4.994 -2.155 2.075  C85 1.359, C88 1.392
88 C 4.786 -2.661 3.356  O87 1.392, H92 1.090, H93 1.090, H94 1.090
89 H 3.042 -2.077 -1.227  C83 1.090
90 H 4.149 -3.418 -1.594  C83 1.090
91 H 4.577 -1.772 -2.057  C83 1.090
92 H 3.718 -2.711 3.565  C88 1.090
93 H 5.306 -1.983 4.032  C88 1.090
94 H 5.137 -3.676 3.541  C88 1.090
95 C 5.454 4.609 -2.883  O96 1.410, H101 1.090, H102 1.090, H103 1.090
96 O 5.181 3.285 -2.483  C95 1.410, C97 1.282
97 C 4.176 2.981 -1.748  O96 1.282, O98 1.249, O99 1.376
98 O 3.185 3.719 -1.562  C97 1.249
99 O 4.395 1.756 -1.161  C97 1.376, C100 1.378
100 C 3.583 1.284 -0.152  O99 1.378, H104 1.090, H105 1.090, H106 1.090
101 H 4.652 5.136 -3.400  C95 1.090
102 H 6.373 4.595 -3.469  C95 1.090
103 H 5.674 5.242 -2.024  C95 1.090
104 H 4.110 0.540 0.444  C100 1.090
105 H 2.610 0.988 -0.545  C100 1.090
106 H 3.464 2.076 0.587  C100 1.090
107 C -2.913 1.346 3.027  O108 1.445, H113 1.090, H114 1.090, H115 1.090
108 O -3.021 0.418 4.129  C107 1.445, C109 1.356
109 C -4.184 0.000 4.686  O108 1.356, O110 1.227, O111 1.292
110 O -5.298 0.201 4.210  C109 1.227
111 O -3.991 -0.658 5.782  C109 1.292, C112 1.396
112 C -5.105 -1.143 6.469  O111 1.396, H116 1.090, H117 1.090, H118 1.090
113 H -3.162 0.747 2.152  C107 1.090
114 H -1.859 1.586 2.887  C107 1.090
115 H -3.593 2.194 3.107  C107 1.090
116 H -5.692 -0.345 6.923  C112 1.090
117 H -4.712 -1.733 7.297  C112 1.090
118 H -5.734 -1.802 5.870  C112 1.090
119 C 0.839 -4.757 2.093  O120 1.403, H125 1.090, H126 1.090, H127 1.090
120 O 0.001 -5.878 1.987  C119 1.403, C121 1.312
121 C -0.904 -6.027 1.050  O120 1.312, O122 1.242, O123 1.403
122 O -0.941 -5.340 0.016  C121 1.242
123 O -1.829 -7.035 1.365  C121 1.403, C124 1.438
124 C -1.862 -7.811 2.574  O123 1.438, H128 1.090, H129 1.090, H130 1.090
125 H 1.423 -4.773 1.172  C119 1.090
126 H 1.447 -4.917 2.983  C119 1.090
127 H 0.286 -3.818 2.082  C119 1.090
128 H -2.692 -8.516 2.519  C124 1.090
129 H -1.938 -7.084 3.382  C124 1.090
130 H -0.977 -8.382 2.855  C124 1.090
131 C -0.734 2.936 5.471  O132 1.467, H137 1.090, H138 1.090, H139 1.090
132 O -0.751 3.396 4.079  C131 1.467, C133 1.384
133 C 0.462 3.706 3.489  O132 1.384, O134 1.207, O135 1.255
134 O 1.562 3.753 3.986  C133 1.207
135 O 0.213 4.129 2.334  C133 1.255, C136 1.413
136 C 1.277 4.351 1.431  O135 1.413, H140 1.090, H141 1.090, H142 1.090
137 H -1.752 2.637 5.722  C131 1.090
138 H -0.467 3.812 6.062  C131 1.090
139 H -0.198 2.005 5.658  C131 1.090
140 H 2.138 4.960 1.706  C136 1.090
141 H 0.830 4.678 0.492  C136 1.090
142 H 1.620 3.356 1.147  C136 1.090
143 C 5.640 9.926 -0.104  O144 1.438, H149 1.090, H150 1.090, H151 1.090
144 O 4.835 8.739 0.009  C143 1.438, C145 1.442
145 C 3.843 8.446 -0.995  O144 1.442, O146 1.240, O147 1.335
146 O 3.561 9.170 -1.963  C145 1.240
147 O 3.301 7.252 -0.744  C145 1.335, C148 1.390
148 C 2.319 6.640 -1.513  O147 1.390, H152 1.090, H153 1.090, H154 1.090
149 H 6.256 9.930 0.796  C143 1.090
150 H 4.992 10.781 -0.296  C143 1.090
151 H 6.309 9.955 -0.964  C143 1.090
152 H 2.742 6.290 -2.455  C148 1.090
153 H 1.557 7.353 -1.829  C148 1.090
154 H 1.838 5.801 -1.010  C148 1.090
155 C 1.947 0.655 -4.150  O156 1.442, H161 1.090, H162 1.090, H163 1.090
156 O 1.791 -0.778 -4.145  C155 1.442, C157 1.359
157 C 1.586 -1.498 -5.279  O156 1.359, O158 1.179, O159 1.358
158 O 1.389 -1.071 -6.360  C157 1.179
159 O 1.366 -2.783 -4.898  C157 1.358, C160 1.413
160 C 1.265 -3.852 -5.816  O159 1.413, H164 1.090, H165 1.090, H166 1.090
161 H 1.720 1.135 -5.103  C155 1.090
162 H 2.977 0.865 -3.861  C155 1.090
163 H 1.257 1.127 -3.452  C155 1.090
164 H 2.249 -4.184 -6.146  C160 1.090
165 H 0.607 -3.636 -6.658  C160 1.090
166 H 0.740 -4.724 -5.425  C160 1.090

These are the Mulliken partial charges, in e, on atoms 1 to 99:
1 C -1.491
2 C 0.775
3 C 0.753
4 O 0.208
5 C 0.264
6 O -0.642
7 O -0.450
8 H 0.397
9 H 0.327
10 H 0.352
11 H 0.220
12 H -0.324
13 H -0.478
14 C -1.398
15 C 0.450
16 C 0.411
17 O 0.052
18 C 0.301
19 O -0.490
20 O -0.366
21 H 0.338
22 H 0.380
23 H 0.352
24 H 0.332
25 H -0.117
26 H -0.211
27 Br -0.129
28 C -0.108
29 C -0.717
30 Br -0.195
31 H 0.545
32 H -0.225
33 H 0.356
34 H 0.431
35 Br -0.415
36 C -0.720
37 C 0.033
38 Br -0.299
39 H 0.097
40 H 0.515
41 H 0.255
42 H -0.316
43 Br -0.178
44 C -0.273
45 C 0.109
46 Br -0.202
47 H 0.079
48 H 0.609
49 H -0.274
50 H 0.078
51 Br -0.120
52 C -0.525
53 C -0.408
54 Br 0.153
55 H 0.437
56 H 0.091
57 H 0.039
58 H 0.457
59 C 0.007
60 O 0.733
61 C -0.361
62 O -0.513
63 O 0.607
64 C -0.109
65 H -0.346
66 H -0.216
67 H 0.016
68 H 0.342
69 H -0.260
70 H -0.156
71 C -0.822
72 O -0.316
73 C 0.931
74 O -0.625
75 O -0.343
76 C 0.003
77 H 0.286
78 H 0.322
79 H 0.309
80 H -0.049
81 H 0.015
82 H 0.378
83 C -0.234
84 O -0.390
85 C 0.652
86 O -0.424
87 O -0.308
88 C -0.503
89 H 0.045
90 H 0.254
91 H 0.219
92 H 0.129
93 H 0.173
94 H 0.306
95 C -0.728
96 O -0.397
97 C 0.618
98 O -0.230
99 O -0.380